[1]
{
  "formula": "C5H9NS",
  "method": "ωB97M-V/def2-TZVPD",
  "de_lowest_ev": 8.007,
  "molar_mass_g_mol": 115.2,
  "smiles": "CC=[S@]1(=N)[C@@H]2C[C@@H]21",
  "orbital_gap_ev": [8.030, 8.031],
  "e_homo_ev": [-7.433, -7.433],
  "elements": ["C", "C", "C", "C", "C", "N", "S", "H", "H", "H", "H", "H", "H", "H", "H", "H"],
  "positions_angstrom": [[-1.03, 0.82, -0.81], [1.55, -1.54, -0.75], [1.68, -0.27, -0.06], [1.15, -1.51, 0.69], [-2.33, 1.45, -0.33], [-0.15, 0.96, 1.72], [0.03, 0.13, 0.44], [-1.22, 0.07, -1.70], [1.03, -1.78, -1.63], [2.47, -2.20, -0.81], [2.69, 0.12, 0.00], [1.25, -2.04, 1.63], [-3.22, 0.97, -0.72], [-2.29, 1.45, 0.79], [-2.29, 2.33, -0.75], [0.68, 1.05, 2.27]],
  "lowdin_charge": [-0.33, -0.21, -0.36, -0.19, -0.19, -0.29, 0.91, 0.08, 0.08, 0.13, 0.12, 0.10, 0.06, 0.07, 0.00, 0.00]
}

=====

[2]
{
  "formula": "C2H3FO2",
  "method": "ωB97M-V/def2-TZVPD",
  "de_lowest_ev": 6.880,
  "molar_mass_g_mol": 78.0,
  "orbital_gap_ev": [9.970, 7.463],
  "e_homo_ev": [-10.195, -8.693],
  "elements": ["C", "C", "O", "O", "F", "H", "H", "H"],
  "positions_angstrom": [[-0.07, -0.58, 0.42], [-0.63, 0.52, -0.46], [1.31, -0.70, -0.17], [1.62, 0.73, -0.13], [-1.54, 1.26, 0.18], [0.03, -0.24, 1.45], [-0.42, -1.56, 0.26], [-0.30, 0.57, -1.55]],
  "lowdin_charge": [-0.13, -0.04, -0.19, -0.09, 0.07, 0.12, 0.11, 0.15]
}

=====

[3]
{
  "formula": "C27H21FN5SY",
  "method": "ωB97M-V/def2-TZVPD",
  "de_lowest_ev": 0.438,
  "molar_mass_g_mol": 555.5,
  "orbital_gap_ev": [5.965, 6.111],
  "e_homo_ev": [-7.771, -7.854],
  "elements": ["Y", "S", "C", "N", "N", "C", "C", "C", "C", "C", "C", "N", "N", "C", "C", "C", "C", "C", "C", "H", "H", "H", "H", "H", "H", "H", "H", "H", "H", "H", "C", "C", "C", "C", "C", "C", "C", "C", "N", "H", "H", "H", "H", "H", "H", "F", "C", "C", "C", "C", "C", "C", "H", "H", "H", "H"],
  "positions_angstrom": [[1.39, -1.33, 0.38], [0.46, -0.46, 2.71], [-0.15, 1.06, 2.07], [-1.01, 1.73, 2.82], [-1.55, 2.82, 2.37], [-2.41, 3.60, 3.15], [-2.96, 4.74, 2.58], [-3.82, 5.54, 3.32], [-4.12, 5.20, 4.63], [-3.56, 4.07, 5.20], [-2.70, 3.26, 4.47], [0.21, 1.66, 0.89], [0.94, 1.01, 0.10], [1.39, 1.70, -1.05], [1.49, 3.09, -1.11], [1.97, 3.68, -2.27], [2.34, 2.91, -3.36], [2.24, 1.53, -3.30], [1.77, 0.92, -2.15], [-1.32, 3.13, 1.43], [-2.73, 5.00, 1.55], [-4.25, 6.42, 2.87], [-4.79, 5.83, 5.21], [-3.79, 3.80, 6.22], [-2.26, 2.37, 4.90], [1.23, 3.68, -0.25], [2.06, 4.76, -2.31], [2.71, 3.39, -4.26], [2.52, 0.92, -4.15], [1.66, -0.16, -2.13], [3.79, -1.69, 0.06], [3.27, -2.90, -0.51], [2.68, -3.87, 0.34], [1.97, -4.96, -0.16], [1.78, -5.10, -1.52], [2.32, -4.14, -2.38], [3.04, -3.07, -1.89], [1.03, -6.21, -2.04], [0.43, -7.10, -2.45], [4.31, -1.02, -0.63], [4.26, -1.81, 1.03], [2.86, -3.81, 1.42], [1.56, -5.69, 0.52], [2.17, -4.24, -3.45], [3.46, -2.35, -2.59], [-4.26, -3.13, -2.26], [-3.01, -2.81, -1.83], [-2.39, -3.63, -0.91], [-1.11, -3.28, -0.49], [-0.43, -2.13, -0.94], [-1.13, -1.35, -1.87], [-2.41, -1.66, -2.33], [-2.90, -4.51, -0.54], [-0.64, -3.94, 0.24], [-0.69, -0.44, -2.27], [-2.94, -1.05, -3.04]],
  "lowdin_charge": [1.27, 0.49, -0.81, 0.06, 0.03, -0.23, -0.03, -0.09, -0.09, -0.08, -0.02, 0.03, -0.08, -0.26, -0.02, -0.07, -0.08, -0.07, -0.05, 0.14, 0.11, 0.10, 0.10, 0.11, 0.11, 0.11, 0.11, 0.11, 0.11, 0.08, -0.19, -0.45, -0.12, -0.04, -0.25, -0.02, -0.06, -0.19, 0.15, 0.05, 0.05, 0.12, 0.13, 0.12, 0.11, 0.05, -0.29, -0.02, -0.16, -0.27, -0.16, -0.03, 0.12, 0.08, 0.07, 0.11]
}

=====

[4]
{
  "formula": "C8H16F6Li2N3O16S8",
  "method": "ωB97M-V/def2-TZVPD",
  "de_lowest_ev": 4.241,
  "molar_mass_g_mol": 794.6,
  "total_charge": -1,
  "orbital_gap_ev": 7.367,
  "e_homo_ev": -6.243,
  "elements": ["Li", "Li", "N", "S", "O", "O", "F", "S", "O", "O", "F", "N", "S", "O", "O", "F", "S", "O", "O", "F", "N", "S", "O", "O", "F", "S", "O", "O", "F", "C", "C", "C", "S", "O", "O", "C", "H", "H", "H", "H", "H", "H", "H", "H", "C", "C", "C", "S", "O", "O", "C", "H", "H", "H", "H", "H", "H", "H", "H"],
  "positions_angstrom": [[-2.87, -2.62, -0.53], [-0.82, -1.20, -0.13], [-1.48, -2.73, 0.72], [-1.76, -2.62, 2.43], [-0.62, -2.16, 3.25], [-2.74, -3.50, 3.07], [-2.67, -1.29, 2.33], [-0.74, -4.05, 0.93], [-1.56, -5.24, 1.06], [0.59, -4.01, 1.57], [-0.26, -4.14, -0.61], [-2.25, -1.15, -1.50], [-1.97, -1.35, -3.25], [-1.32, -0.31, -4.03], [-2.86, -2.28, -3.91], [-0.80, -2.41, -2.98], [-2.94, 0.21, -1.72], [-4.19, 0.23, -2.44], [-2.10, 1.39, -1.60], [-3.55, 0.18, -0.19], [3.97, -1.63, 1.65], [2.85, -1.81, 3.01], [2.37, -3.08, 3.55], [2.17, -0.56, 3.33], [4.04, -1.42, 3.95], [3.06, -2.50, 0.74], [1.71, -1.96, 0.40], [3.30, -3.91, 0.73], [3.89, -2.14, -0.62], [-2.79, 3.09, 2.56], [-2.31, 3.48, 1.15], [-0.80, 3.23, 1.29], [-0.64, 1.54, 2.06], [0.44, 1.59, 3.05], [-0.73, 0.48, 1.09], [-2.42, 1.65, 2.81], [-3.84, 3.38, 2.57], [-2.28, 3.62, 3.36], [-2.62, 4.49, 0.85], [-2.86, 2.77, 0.53], [-0.30, 4.01, 1.87], [-0.23, 3.32, 0.37], [-2.43, 1.37, 3.86], [-3.09, 1.04, 2.21], [3.28, 1.32, -3.53], [2.13, 2.24, -3.41], [1.73, 2.23, -2.02], [1.96, 0.58, -1.31], [0.72, -0.17, -1.27], [2.76, 0.68, -0.08], [2.99, 0.01, -2.78], [4.17, 1.80, -3.14], [3.54, 1.01, -4.54], [1.32, 1.91, -4.06], [2.41, 3.21, -3.82], [0.81, 2.66, -1.63], [2.53, 2.69, -1.43], [2.28, -0.59, -3.36], [3.81, -0.63, -2.47]],
  "lowdin_charge": [0.70, 0.58, -0.44, 0.63, -0.22, -0.25, -0.21, 0.46, -0.26, -0.25, -0.20, -0.42, 0.62, -0.23, -0.26, -0.18, 0.45, -0.24, -0.25, -0.23, -0.22, 0.59, -0.27, -0.30, -0.23, 0.45, -0.37, -0.28, -0.24, -0.26, -0.20, -0.19, 0.76, -0.30, -0.39, -0.18, 0.11, 0.11, 0.12, 0.09, 0.10, 0.08, 0.11, 0.07, -0.24, -0.26, -0.23, 0.75, -0.41, -0.31, -0.16, 0.12, 0.12, 0.13, 0.12, 0.10, 0.11, 0.10, 0.10]
}

=====

[5]
{
  "formula": "C6H10O",
  "method": "ωB97M-V/def2-TZVPD",
  "de_lowest_ev": 3.660,
  "molar_mass_g_mol": 98.1,
  "orbital_gap_ev": 7.570,
  "e_homo_ev": -7.422,
  "elements": ["C", "C", "O", "C", "C", "C", "C", "H", "H", "H", "H", "H", "H", "H", "H", "H", "H"],
  "positions_angstrom": [[1.88, 0.27, -0.99], [0.89, -0.43, -0.13], [1.08, 0.74, 1.56], [-0.20, 0.79, 1.32], [-0.85, 1.22, 0.05], [-0.51, -0.23, -0.07], [-1.50, -1.36, -0.03], [1.98, -0.32, -1.91], [1.58, 1.28, -1.26], [2.86, 0.31, -0.50], [1.24, -1.39, 0.26], [-0.89, 0.75, 2.18], [-1.92, 1.44, 0.14], [-0.33, 1.94, -0.59], [-1.92, -1.58, -1.02], [-1.03, -2.28, 0.34], [-2.35, -1.14, 0.63]],
  "lowdin_charge": [-0.05, -0.05, -0.12, -0.30, -0.07, -0.37, -0.05, 0.10, 0.08, 0.09, 0.14, 0.14, 0.11, 0.11, 0.08, 0.08, 0.08]
}

=====

[6]
{
  "formula": "C2H8N5",
  "method": "ωB97M-V/def2-TZVPD",
  "de_lowest_ev": 3.814,
  "molar_mass_g_mol": 102.1,
  "smiles": "NC/C=N/[NH+]=N\\N",
  "total_charge": 1,
  "orbital_gap_ev": 8.456,
  "e_homo_ev": -13.423,
  "elements": ["C", "C", "N", "N", "N", "N", "N", "H", "H", "H", "H", "H", "H", "H", "H"],
  "positions_angstrom": [[0.59, -0.84, 0.38], [1.91, -0.40, -0.10], [-2.70, 1.10, 0.08], [-2.68, -0.19, 0.10], [-0.42, -0.24, -0.03], [-1.58, -0.84, 0.13], [2.14, 1.00, -0.02], [0.58, -1.72, 0.94], [1.74, -0.81, -1.08], [2.73, -1.04, 0.34], [1.63, 1.44, -0.78], [-1.57, -1.79, 0.04], [-1.84, 1.69, 0.06], [-3.63, 1.52, 0.02], [3.09, 1.11, -0.08]],
  "lowdin_charge": [-0.08, -0.26, 0.16, 0.07, 0.07, 0.01, 0.05, 0.13, 0.12, 0.15, 0.09, 0.14, 0.15, 0.15, 0.05]
}